2 unconnected molecules or ions with the total composition C2H6NS at a distorted geometry. Source: OMol25; level of theory: ωB97M-V/def2-TZVPD.

The HOMO energy is -0.09922 hartree. As for the charge: -1. The value obtained for the frontier orbital gap is 6.75 eV.

Geometry (Å):
S -2.573 -1.855 0.168
H -3.465 -2.186 1.112
C 1.951 0.315 0.074
C 0.715 0.184 -0.427
N -0.374 1.022 -0.436
H 2.377 1.273 0.223
H 2.541 -0.564 0.252
H 0.354 -0.827 -0.613
H -0.269 2.000 -0.230
H -1.256 0.638 -0.123

natural (NBO) population analysis, charges in e, atoms 1 to 8: S -1.0767; H 0.0903; C -0.5810; C 0.0478; N -0.8376; H 0.1686; H 0.1969; H 0.2061

2 unconnected molecules or ions with the total composition C2H6NS at a distorted geometry. Source: OMol25; level of theory: ωB97M-V/def2-TZVPD.

The HOMO energy (alpha / beta) is -0.32409 / -0.32408 hartree. The value obtained for the frontier orbital gap (alpha / beta) is 9.75 / 6.12 eV. Its spin multiplicity is 2. As for the expectation value of S²: 0.753.

Geometry (Å):
S 0.586 0.502 2.922
H 0.298 1.785 2.610
C -0.543 -0.406 -3.327
C -0.686 -0.786 -2.050
N -0.208 0.006 -0.966
H -0.314 0.641 -3.508
H -0.425 -1.155 -4.097
H -0.684 -1.854 -1.849
H 0.792 0.117 -1.093
H -0.378 -0.372 -0.046

natural (NBO) population analysis, charges in e, atoms 1 to 8: S -0.1014; H 0.1030; C -0.4515; C -0.0118; N -0.8506; H 0.1952; H 0.2053; H 0.1668

A gas-phase ion, C2H6NS (charge +1) at a distorted geometry. Source: OMol25; level of theory: ωB97M-V/def2-TZVPD.

The HOMO energy is -0.51613 hartree. As for the charge: +1. The value obtained for the frontier orbital gap is 9.68 eV.

Geometry (Å):
C -0.470 -1.186 -0.047
C -0.652 1.199 0.021
N 0.438 -0.062 0.212
S -1.975 -0.056 0.016
H -0.343 -1.643 -1.093
H -0.704 -1.979 0.795
H -0.644 2.002 0.745
H -0.422 1.780 -0.886
H 0.923 -0.107 1.169
H 1.234 -0.016 -0.402

natural (NBO) population analysis, charges in e, atoms 1 to 8: C -0.3617; C -0.3015; N -0.5568; S 0.2834; H 0.2633; H 0.2821; H 0.2509; H 0.2386

2 unconnected molecules or ions with the total composition C2H6O at a distorted geometry. Source: OMol25; level of theory: ωB97M-V/def2-TZVPD.

The HOMO energy (alpha / beta) is 0.00359 / -0.11439 hartree. As for the charge: -1. The value obtained for the frontier orbital gap (alpha / beta) is 4.92 / 7.98 eV. Its spin multiplicity is 2. As for the expectation value of S²: 0.755.

Geometry (Å):
C -1.345 1.403 -0.751
C -0.774 0.068 -0.874
H -0.962 2.086 0.015
H -1.807 1.878 -1.625
H 0.051 -0.167 -0.180
H -0.837 -0.392 -1.872
O -2.540 -2.018 0.378
H -2.746 -2.728 -0.295
H -1.856 -1.194 -0.127

natural (NBO) population analysis, charges in e, atoms 1 to 8: C -0.6322; C -0.7940; H 0.1435; H 0.1421; H 0.1737; H 0.1691; O -1.0917; H 0.4292

A molecular structure, C2H6O at a distorted geometry. Source: OMol25; level of theory: ωB97M-V/def2-TZVPD.

The HOMO energy is -0.38543 hartree. The value obtained for the frontier orbital gap is 11.46 eV.

Geometry (Å):
C 0.639 0.160 0.448
C -0.589 -0.423 -0.060
H 0.765 1.325 1.087
H 1.472 0.381 -0.434
H 1.123 -0.499 1.527
H -1.304 -0.022 0.620
H -0.615 -1.317 -0.117
H -0.490 0.139 -1.879
O -0.999 0.255 -1.191

natural (NBO) population analysis, charges in e, atoms 1 to 8: C -0.6199; C -0.1080; H 0.2216; H 0.2072; H 0.2055; H 0.1861; H 0.1528; H 0.4507

C2H6O2 in the gas phase. Source: OMol25; level of theory: ωB97M-V/def2-TZVPD.

The HOMO energy is -0.37460 hartree. The value obtained for the frontier orbital gap is 10.99 eV.

Geometry (Å):
O -0.877 1.188 0.101
C -0.729 -0.230 -0.018
C 0.720 -0.579 0.312
O 1.543 0.348 -0.349
H -1.154 1.546 -0.750
H -1.428 -0.730 0.662
H -0.940 -0.550 -1.045
H 0.899 -0.576 1.399
H 0.936 -1.588 -0.057
H 1.030 1.171 -0.255

natural (NBO) population analysis, charges in e, atoms 1 to 8: O -0.7367; C -0.0951; C -0.0862; O -0.7181; H 0.4803; H 0.1762; H 0.1688; H 0.1574

no.,molecular weight (g/mol)
1,76.14
2,76.14
3,76.14
4,46.07
5,46.07
6,62.07